{
  "formula": "C43H47BF5GeO3PV",
  "method": "ωB97M-V with the def2-TZVPD basis set",
  "total_energy_ev": -157255.1757,
  "total_charge": 0,
  "homo_lumo_gap_ev": [7.2, 6.6],
  "largest_force_ev_per_a": 2.0,
  "spin_multiplicity": 4,
  "elements": ["Ge", "V", "P", "F", "F", "F", "F", "F", "O", "O", "O", "C", "C", "C", "C", "C", "C", "C", "C", "C", "C", "C", "C", "C", "C", "C", "C", "C", "C", "C", "C", "C", "C", "C", "C", "C", "C", "C", "C", "C", "C", "C", "C", "C", "C", "C", "C", "C", "C", "C", "C", "C", "C", "C", "B", "H", "H", "H", "H", "H", "H", "H", "H", "H", "H", "H", "H", "H", "H", "H", "H", "H", "H", "H", "H", "H", "H", "H", "H", "H", "H", "H", "H", "H", "H", "H", "H", "H", "H", "H", "H", "H", "H", "H", "H", "H", "H", "H", "H", "H", "H", "H"],
  "coordinates": [[1.5461, 1.0071, 1.8455], [0.6500, -0.0309, -0.9448], [0.2837, -2.3859, -1.3531], [-2.0808, -0.4929, 0.4036], [-3.5261, 8.6198, 0.5712], [-5.1522, 7.2643, 0.9987], [-1.3423, 1.6070, -0.1378], [-5.1199, 8.3704, -0.8549], [1.9515, -0.4937, 0.7888], [-0.3787, 0.5420, 1.7989], [1.6253, 1.8192, 0.1636], [1.5864, -3.6584, -1.6275], [2.6718, -5.7659, -1.1644], [-1.3180, -2.1643, -5.6381], [-3.8844, 5.2689, -0.3606], [3.6434, -5.4897, -2.1122], [-0.0723, 0.1495, -2.8938], [0.5013, 3.9147, 0.6406], [1.6457, -4.8554, -0.9249], [-2.8887, -4.3833, 0.3490], [3.3668, -0.8452, 0.6239], [-1.2875, 0.8165, 2.9565], [-4.3445, 7.7063, 0.0234], [-0.8434, 2.5616, -3.0151], [3.5023, -2.3177, 0.9450], [-1.2243, -3.4075, -5.0252], [-3.5799, 6.5908, -0.6382], [-0.1317, 1.4633, -3.7011], [1.9722, 3.5982, -1.3786], [-0.8740, -3.2079, -0.2308], [-2.1655, 4.5547, -1.8950], [3.7378, -0.5311, -0.8157], [-0.4938, 1.4825, 4.0646], [-2.0852, -3.7679, -0.6051], [-2.4154, 1.7392, 2.5191], [-0.9646, -1.0003, -4.9751], [4.2665, -0.0532, 1.5663], [-0.4778, -3.2541, 1.1065], [-0.7677, -3.4765, -3.7157], [-2.5737, 6.9028, -1.5457], [-1.8681, 5.8903, -2.1710], [-2.4798, -4.4538, 1.6737], [-0.4907, -1.0386, -3.6303], [-3.1769, 4.2527, -0.9879], [2.9867, 3.7091, 0.8738], [1.7585, 3.2700, 0.0845], [-1.8109, -0.5285, 3.4271], [2.5567, -3.4022, -2.5993], [3.5798, -4.3039, -2.8384], [-1.2678, -3.8879, 2.0527], [-0.4250, -2.3259, -3.0265], [-1.0864, 0.2808, -5.6690], [-0.7173, 1.4124, -5.0941], [-1.4253, 3.4690, -2.4936], [-0.9599, 0.3473, 0.4069], [3.3339, -2.4894, 2.0108], [4.4405, -6.1984, -2.2965], [2.7031, -6.6927, -0.6058], [-1.6743, -2.0900, -6.6594], [-0.9946, -1.1469, 3.8082], [2.5082, -2.4928, -3.1894], [4.7650, -0.8323, -1.0338], [0.9140, 1.7849, -3.8238], [3.6355, 0.5381, -1.0082], [2.8726, 3.1021, -1.7497], [-2.4217, -3.7103, -1.6342], [0.5087, 4.9974, 0.4870], [-2.5337, -0.3803, 4.2336], [4.0056, -0.2208, 2.6118], [-0.6601, -4.4439, -3.2360], [-1.5211, 0.2859, -6.6623], [2.1010, 4.6761, -1.5054], [0.8966, -5.0883, -0.1796], [4.2439, 1.0203, 1.3697], [-1.1657, 1.6707, 4.9042], [3.0881, -1.0778, -1.5069], [5.2984, -0.3841, 1.4230], [-2.2984, -1.0571, 2.6117], [-3.0473, 1.2790, 1.7621], [-3.1084, -4.9394, 2.4095], [2.7864, -2.9116, 0.3851], [3.8876, 3.2339, 0.4784], [-4.6656, 5.0272, 0.3459], [4.5047, -2.6751, 0.6946], [-3.8393, -4.8073, 0.0510], [-0.3724, 3.4872, 0.1612], [-1.4917, -4.3071, -5.5639], [4.3240, -4.0879, -3.5943], [-3.3876, 3.2149, -0.7660], [1.1189, 3.2858, -1.9799], [3.1070, 4.7913, 0.7865], [-2.0245, 2.6750, 2.1175], [0.4477, -2.7755, 1.4149], [-2.3415, 7.9382, -1.7608], [-0.0744, 2.4405, 3.7511], [-3.0277, 1.9614, 3.3961], [2.9069, 3.4744, 1.9364], [-0.8548, 2.3638, -5.5946], [0.3223, 0.8538, 4.4208], [-0.9493, -3.9186, 3.0869], [-1.0808, 6.1239, -2.8758], [0.4170, 3.7368, 1.7189]]
}

---

{
  "formula": "C43H47Br3F9N2NaOPSi",
  "method": "ωB97M-V with the def2-TZVPD basis set",
  "total_energy_ev": -306550.6286,
  "total_charge": 1,
  "homo_lumo_gap_ev": 9.1,
  "largest_force_ev_per_a": 0.5,
  "relative_energy_kcal_mol": 3.8,
  "elements": ["Br", "Br", "Br", "P", "Si", "Na", "F", "F", "F", "F", "F", "F", "F", "F", "F", "O", "N", "N", "C", "C", "C", "C", "C", "C", "C", "C", "C", "C", "C", "C", "C", "C", "C", "C", "C", "C", "C", "C", "C", "C", "C", "C", "C", "C", "C", "C", "C", "C", "C", "C", "C", "C", "C", "C", "C", "C", "C", "C", "C", "C", "C", "H", "H", "H", "H", "H", "H", "H", "H", "H", "H", "H", "H", "H", "H", "H", "H", "H", "H", "H", "H", "H", "H", "H", "H", "H", "H", "H", "H", "H", "H", "H", "H", "H", "H", "H", "H", "H", "H", "H", "H", "H", "H", "H", "H", "H", "H", "H"],
  "coordinates": [[1.9223, 1.8380, 2.3625], [0.9962, 8.5037, -0.3436], [-1.5955, 0.8989, -0.7038], [1.8204, -1.7086, -0.2473], [-3.9285, 1.1527, -0.7137], [1.2142, 1.2752, -0.5206], [8.3195, -1.7508, -2.0406], [8.4524, -1.7095, 0.1154], [0.1414, -2.2577, 6.2814], [0.8512, -0.2205, 6.2016], [8.2991, -3.5994, -0.9182], [0.4656, -7.5268, -3.3803], [-1.1487, -7.4990, -1.9406], [-1.1850, -0.6791, 5.6326], [0.7894, -8.2600, -1.3720], [7.0311, 1.1175, 2.6833], [1.3632, 3.8891, -0.8481], [3.7060, 1.6426, 0.2963], [-3.2492, 3.6089, 0.6415], [0.6730, -4.3033, 0.1233], [0.0118, 5.8691, -0.7570], [-3.9483, 3.2824, -2.6309], [5.6475, -1.3768, -1.6048], [-5.7907, 1.6152, -2.7769], [7.8622, -2.3365, -0.9283], [-4.2281, 2.4261, 0.6894], [3.6550, 1.6151, 1.6201], [4.2844, -1.2264, -1.3878], [-6.0550, -0.5834, 0.0158], [0.5786, -5.9304, -1.6396], [1.1432, 6.6391, -0.5499], [0.3191, -5.5658, -0.3269], [3.6321, -1.9556, -0.3988], [-4.3748, -1.5278, -1.5782], [1.8852, -1.5218, 3.9018], [0.1785, 4.5029, -0.9014], [0.0813, -1.4729, 1.8100], [6.3663, -2.2477, -0.8057], [-4.2882, 1.7925, -2.4861], [1.4389, -1.6616, 1.5391], [2.3842, 6.0277, -0.4966], [1.1905, -5.0410, -2.5089], [6.0844, 1.4058, 0.4860], [1.2944, -3.4044, -0.7380], [0.1736, -7.3077, -2.0924], [-4.0638, 1.7733, 2.0696], [4.7297, 1.4513, 2.4639], [1.5409, -3.7802, -2.0567], [-5.6645, 2.9712, 0.5788], [5.9852, 1.3174, 1.8739], [-3.4819, 1.0520, -3.5633], [0.0787, -1.1211, 5.5712], [0.5356, -1.3278, 4.1514], [4.9271, 1.5612, -0.2455], [2.3374, -1.6843, 2.6008], [2.4376, 4.6530, -0.6498], [4.3608, -2.8845, 0.3465], [5.7246, -3.0151, 0.1603], [-4.5598, -0.6237, -0.3501], [-3.8109, -1.3011, 0.8093], [-0.3764, -1.3125, 3.1059], [3.3903, 4.1412, -0.6063], [-2.4120, 1.2292, -3.4536], [-0.6861, 3.8694, -1.0677], [7.0421, 1.3378, -0.0140], [-0.9705, 6.3164, -0.8038], [3.8594, -3.5299, 1.0561], [-3.3341, -1.5589, -1.9081], [3.3995, -1.7909, 2.4313], [-4.1440, 3.5867, -3.6631], [-4.8595, 1.0605, 2.2835], [-3.3055, 4.1704, -0.2883], [4.6208, 1.4319, 3.5382], [-0.6220, -1.4423, 0.9855], [2.0177, -3.0856, -2.7388], [-4.5573, 3.9160, -1.9879], [-3.4956, 4.2970, 1.4558], [-6.4135, 2.1787, 0.6007], [4.9715, 1.6102, -1.3271], [-6.4039, -1.6059, 0.1857], [-3.7810, 1.4325, -4.5445], [-2.8936, 3.4797, -2.4252], [-0.1570, -6.2701, 0.3431], [-5.8152, 3.5532, -0.3304], [7.8501, 1.0130, 2.1825], [-6.6708, -0.1528, -0.7737], [-3.1011, 1.2679, 2.1743], [-4.9969, -1.2236, -2.4182], [2.5891, -1.5330, 4.7241], [-4.1732, -2.3289, 0.9027], [-4.6665, -2.5477, -1.3120], [-3.6494, -0.0216, -3.5640], [-6.0834, 0.5670, -2.8205], [-6.2351, -0.0232, 0.9337], [0.4688, -4.0317, 1.1504], [-6.4172, 2.1129, -2.0342], [-1.4299, -1.1625, 3.2986], [6.2930, -3.7200, 0.7530], [-6.0219, 2.0580, -3.7497], [-2.7378, -1.3457, 0.6260], [1.3888, -5.3338, -3.5302], [3.7202, -0.5254, -1.9928], [6.1463, -0.8120, -2.3802], [3.2853, 6.6015, -0.3369], [-3.9789, -0.8085, 1.7631], [-2.2194, 3.2817, 0.7901], [-5.8628, 3.6333, 1.4264], [-4.1119, 2.5507, 2.8376]]
}

---

{
  "formula": "C43H47N5OS3SnTe",
  "method": "ωB97M-V with the def2-TZVPD basis set",
  "total_energy_ev": -100456.6646,
  "total_charge": 3,
  "homo_lumo_gap_ev": [6.7, 6.7],
  "largest_force_ev_per_a": 3.1,
  "relative_energy_kcal_mol": 36.1,
  "spin_multiplicity": 2,
  "elements": ["Te", "Sn", "S", "S", "S", "O", "N", "N", "N", "N", "N", "C", "C", "C", "C", "C", "C", "C", "C", "C", "C", "C", "C", "C", "C", "C", "C", "C", "C", "C", "C", "C", "C", "C", "C", "C", "C", "C", "C", "C", "C", "C", "C", "C", "C", "C", "C", "C", "C", "C", "C", "C", "C", "C", "H", "H", "H", "H", "H", "H", "H", "H", "H", "H", "H", "H", "H", "H", "H", "H", "H", "H", "H", "H", "H", "H", "H", "H", "H", "H", "H", "H", "H", "H", "H", "H", "H", "H", "H", "H", "H", "H", "H", "H", "H", "H", "H", "H", "H", "H", "H"],
  "coordinates": [[-1.0723, -2.2569, -3.1099], [3.2585, -1.4040, 1.0018], [2.6827, 0.9610, 0.2982], [2.3990, -0.4589, 3.3431], [5.6713, -0.6215, 1.3561], [-1.9417, -1.9285, -1.3858], [2.6324, 2.0563, 4.1092], [1.6854, 2.9353, 1.6586], [6.7098, -2.3145, -0.3508], [-0.0414, -0.8760, -0.5859], [6.6263, -3.0600, 1.7497], [0.3547, -0.8462, 6.9513], [2.4776, 1.2016, 3.1247], [2.2779, 1.7566, 1.7435], [-0.1922, 5.4120, 0.5364], [-1.7036, 2.2244, -4.9160], [2.1587, 5.8821, 0.6532], [-0.7385, -0.0172, 7.0506], [-1.8217, 0.7115, -3.0506], [-0.4548, 6.7544, 0.7396], [-5.0164, -3.5226, -4.5428], [-1.2564, -1.2976, -0.3918], [-2.7515, -3.1890, -3.9540], [-4.5405, -1.3363, -3.5411], [-1.2492, -0.2548, -3.8318], [-4.0157, -2.6498, -4.0524], [-3.4780, -5.2857, -4.9368], [-2.0695, 1.9701, -3.5456], [1.5838, -0.4033, 6.4948], [-1.1837, 1.2308, -5.6693], [1.4067, 3.7161, 2.8983], [-3.7481, -1.6740, 2.3912], [-1.6530, 0.0366, 1.6155], [0.5847, 7.6516, 1.0055], [0.6388, 1.8334, 6.3682], [-1.0694, -4.9917, -4.5181], [-3.3169, -0.6623, 3.1973], [-4.8278, -4.8452, -4.8941], [-0.6193, 1.3490, 6.6876], [-3.0704, -1.9005, 1.2101], [1.7289, 0.9422, 6.1217], [-0.9321, -0.0435, -5.1711], [2.9863, 1.5096, 5.5179], [1.9511, 7.2186, 0.9832], [-0.4530, -1.1077, -6.1054], [-2.4442, -4.4676, -4.4689], [1.1020, 4.9832, 0.4630], [-5.9320, -5.7946, -5.2498], [7.2446, -3.5577, -0.8176], [1.4871, 3.5459, 0.3146], [-1.9995, -1.0428, 0.8575], [2.4176, 3.4467, 3.9274], [6.3916, -2.1311, 0.8757], [-2.2488, 0.1395, 2.8435], [-4.7602, -1.3352, -2.4527], [-6.0459, -3.2034, -4.6189], [-2.1259, 0.4406, -2.0128], [0.8043, 2.8878, 6.2621], [0.3820, 8.6877, 1.2045], [3.1840, 5.5891, 0.6067], [-3.7049, -0.5444, 4.1923], [-6.7885, -5.4724, -4.6173], [2.1256, 3.8730, 4.8911], [1.3142, 4.7373, 2.5907], [-4.6723, -2.2441, 2.6002], [-1.0762, 4.7568, 0.3205], [2.8331, 7.8362, 1.1489], [-1.4553, 7.2075, 0.6770], [0.7195, 2.8825, -0.1464], [0.3753, -1.6790, -5.6344], [3.5104, 2.3179, 6.0626], [-1.1609, -6.0111, -4.8017], [7.2691, -3.8266, 1.5097], [-3.2296, -6.3065, -5.0461], [-3.9269, -0.3992, -3.8176], [-2.3093, 2.8481, -2.8927], [6.6043, -4.3306, -0.3794], [-3.3302, -2.6251, 0.5294], [-5.5913, -6.8194, -4.9569], [-0.8549, 0.6355, 1.2544], [0.4255, 3.3555, 3.2298], [-0.0603, -0.7533, -7.0650], [6.5255, -1.5570, -0.9412], [6.3696, -2.8630, 2.7216], [-1.6344, -0.5200, 7.3443], [-6.1661, -5.7662, -6.2641], [-1.7607, 0.8971, 3.4822], [2.3829, -1.1180, 6.4103], [0.2442, -1.9353, 7.2163], [8.2596, -3.7991, -0.4729], [-1.4539, 2.0410, 6.7142], [-5.5278, -1.2216, -4.0061], [2.4349, 3.4546, -0.2575], [-0.3521, -4.4050, -5.0977], [7.2258, -3.4776, -1.9015], [3.7122, 0.6851, 5.4706], [-1.0587, 1.3205, -6.7584], [-0.6444, -5.0292, -3.4488], [3.3917, 3.9670, 3.7181], [-1.8285, 3.2296, -5.2901], [-1.1903, -1.9356, -6.2769]]
}

---

{
  "formula": "C43H48CdClN3O4P",
  "method": "ωB97M-V with the def2-TZVPD basis set",
  "total_energy_ev": -84402.0603,
  "total_charge": 1,
  "homo_lumo_gap_ev": 8.2,
  "largest_force_ev_per_a": 3.4,
  "elements": ["Cd", "Cl", "P", "O", "O", "O", "O", "N", "N", "N", "C", "C", "C", "C", "C", "C", "C", "C", "C", "C", "C", "C", "C", "C", "C", "C", "C", "C", "C", "C", "C", "C", "C", "C", "C", "C", "C", "C", "C", "C", "C", "C", "C", "C", "C", "C", "C", "C", "C", "C", "C", "C", "C", "H", "H", "H", "H", "H", "H", "H", "H", "H", "H", "H", "H", "H", "H", "H", "H", "H", "H", "H", "H", "H", "H", "H", "H", "H", "H", "H", "H", "H", "H", "H", "H", "H", "H", "H", "H", "H", "H", "H", "H", "H", "H", "H", "H", "H", "H", "H", "H"],
  "coordinates": [[-0.0672, 0.3054, -1.0623], [-6.8527, -0.7027, 3.7772], [0.8634, 1.9279, 0.6625], [-1.4460, -0.8339, 0.3545], [-2.4802, -1.6524, -1.4662], [1.7374, -1.6354, -0.5490], [-3.7299, 2.5951, 0.0194], [-1.9149, 1.9982, -1.2245], [1.0805, 1.5617, -3.0933], [0.0896, -1.2190, -2.9086], [-0.6326, 4.5346, 3.2315], [1.2467, -4.7967, 1.1329], [-5.6410, -1.1344, 2.5952], [2.2707, -0.7269, 4.1236], [-2.9503, 3.5291, -3.7002], [-0.3414, 3.0365, 1.3499], [-3.3142, -1.4823, 2.0879], [2.6066, 1.2088, 2.7075], [1.9422, -5.7863, 1.8068], [-3.1086, 1.5130, -2.0677], [4.1850, 4.6810, -1.1756], [-4.9841, -1.5508, 0.3215], [-1.6852, 3.2373, 0.9536], [-0.2634, -4.8617, 1.1060], [-2.4732, 4.1869, 1.7149], [2.8538, 5.1343, -1.0233], [-1.9292, 4.8331, 2.8124], [-3.6194, -1.5564, 0.7295], [1.9878, -3.8023, 0.4069], [0.9783, -0.9074, 3.6202], [0.8049, -0.7001, -4.0934], [1.2516, -2.7069, -0.0627], [-2.3629, 2.5399, -0.1352], [3.5959, 2.6233, -0.0418], [4.0289, -4.9351, 1.0196], [3.4325, -3.8922, 0.3007], [3.1011, 0.3054, 3.6820], [0.5372, -0.0384, 2.6244], [1.3644, 0.9492, 2.0989], [4.5534, 3.4230, -0.6681], [1.7393, 0.4199, -3.7280], [4.2583, -3.1212, -0.7017], [2.2614, 3.0477, 0.1474], [-4.2958, 2.0272, -1.2359], [-2.4408, 1.1809, -4.5985], [-5.9856, -1.2569, 1.2565], [-3.2285, 1.9945, -3.5337], [3.3278, -5.8798, 1.7835], [0.1528, 3.6919, 2.4705], [1.9371, 4.3652, -0.2995], [-2.4932, -1.3697, -0.2229], [-4.3171, -1.3045, 3.0508], [4.0634, -6.9398, 2.6069], [2.6055, 6.1138, -1.3989], [-0.6098, -5.0107, 0.0606], [-0.8345, -1.6053, -3.1617], [0.1428, -0.3696, -4.8878], [4.5435, -3.7049, -1.5690], [4.1196, 0.3820, 4.0019], [4.1703, -7.8689, 2.0108], [3.1832, 2.1029, 2.5335], [-2.9612, 3.7753, -4.7705], [3.8858, 1.6416, 0.3004], [-6.9984, -1.0748, 0.9283], [-3.0794, 0.4184, -2.1357], [-2.1628, 1.8038, -5.4608], [-4.3225, 1.8102, -3.7188], [2.2906, 0.7375, -4.6445], [-3.0460, 0.3354, -4.9207], [-3.4614, 4.3465, 1.3201], [1.6681, 2.3742, -2.8979], [-0.5967, -5.7727, 1.6265], [4.9146, 5.2817, -1.7766], [3.7120, -2.2151, -0.9798], [0.1942, -2.8596, -0.0255], [-1.9786, 3.7365, -3.2382], [-0.4853, -0.1836, 2.2652], [2.5716, 0.0351, -3.1337], [-2.2868, -1.5794, 2.4150], [-0.2161, 5.0924, 4.0963], [5.1133, -4.9944, 0.9848], [0.2314, 1.8657, -3.6244], [2.6465, -1.4129, 4.9160], [1.3592, -6.4630, 2.4178], [-1.5223, 0.8209, -4.1539], [0.6311, -1.9741, -2.4470], [1.3936, -1.5029, -4.5323], [-0.7945, -3.9915, 1.5717], [5.5867, 3.0987, -0.7367], [5.0508, -6.5649, 2.9553], [1.1656, 3.4973, 2.8283], [-4.8110, 2.8840, -1.7161], [-5.0387, 1.2177, -1.0335], [0.9408, 4.8000, -0.1445], [-5.2293, -1.8006, -0.6915], [-3.6892, 4.1543, -3.1732], [5.1725, -2.7788, -0.1730], [-4.1606, -1.2801, 4.1532], [-2.5288, 5.5814, 3.3589], [0.3599, -1.7356, 3.9873], [3.4663, -7.2213, 3.4511]]
}